[1]
{
  "formula": "C36H57N4P2S2Ta",
  "method": "ωB97M-V with the def2-TZVPD basis set",
  "species": ["Ta", "C", "C", "C", "P", "C", "C", "C", "C", "C", "C", "C", "C", "C", "C", "N", "C", "C", "C", "C", "C", "C", "C", "P", "C", "C", "C", "C", "C", "C", "H", "H", "H", "H", "H", "H", "H", "H", "H", "H", "H", "H", "H", "H", "H", "H", "H", "H", "H", "H", "H", "H", "H", "H", "H", "H", "H", "H", "H", "H", "H", "H", "H", "H", "H", "H", "H", "H", "H", "H", "C", "C", "C", "C", "N", "C", "S", "N", "C", "H", "H", "H", "H", "H", "H", "H", "H", "C", "C", "C", "C", "N", "H", "H", "H", "H", "H", "H", "H", "H", "H", "S"],
  "xyz": [[0.524, 1.230, 0.417], [3.983, -1.013, 0.506], [4.082, 0.183, -0.440], [5.290, 0.043, -1.364], [2.424, 0.566, -1.214], [2.802, 1.716, -2.638], [3.309, 0.990, -3.882], [1.534, 2.504, -2.979], [1.688, -0.873, -2.005], [2.460, -1.885, -2.581], [1.897, -3.024, -3.118], [2.733, -4.099, -3.759], [0.511, -3.154, -3.013], [-0.268, -2.175, -2.445], [0.280, -0.970, -1.950], [-0.474, 0.018, -1.333], [-1.838, 0.085, -1.558], [-2.411, -0.230, -2.809], [-3.771, -0.240, -3.018], [-4.665, 0.081, -1.996], [-6.156, 0.056, -2.210], [-4.121, 0.482, -0.790], [-2.743, 0.520, -0.560], [-2.067, 1.255, 0.945], [-2.775, 2.992, 0.994], [-2.266, 3.759, -0.230], [-4.288, 3.174, 1.078], [-2.718, 0.361, 2.457], [-1.947, -0.950, 2.607], [-4.213, 0.058, 2.533], [4.943, -1.164, 1.008], [3.721, -1.924, -0.034], [3.227, -0.832, 1.264], [4.231, 1.081, 0.172], [5.229, -0.845, -1.992], [6.183, -0.056, -0.744], [5.423, 0.920, -1.998], [3.571, 2.404, -2.272], [2.544, 0.317, -4.268], [4.208, 0.406, -3.690], [3.542, 1.726, -4.655], [0.751, 1.827, -3.331], [1.737, 3.228, -3.772], [1.158, 3.028, -2.103], [3.537, -1.775, -2.604], [3.783, -3.811, -3.788], [2.401, -4.290, -4.782], [2.652, -5.038, -3.207], [0.034, -4.062, -3.367], [-1.324, -2.355, -2.314], [-1.748, -0.473, -3.629], [-4.156, -0.505, -3.997], [-6.426, -0.651, -2.994], [-6.519, 1.042, -2.510], [-6.678, -0.225, -1.295], [-4.795, 0.772, 0.006], [-2.319, 3.414, 1.897], [-2.689, 3.335, -1.145], [-1.185, 3.714, -0.298], [-2.575, 4.805, -0.169], [-4.772, 2.856, 0.156], [-4.501, 4.237, 1.213], [-4.732, 2.645, 1.918], [-2.439, 1.028, 3.281], [-2.118, -1.606, 1.751], [-2.281, -1.476, 3.507], [-0.879, -0.770, 2.699], [-4.531, -0.551, 1.686], [-4.830, 0.953, 2.580], [-4.398, -0.515, 3.443], [2.153, -4.422, 5.006], [1.067, -4.364, 3.983], [-0.039, -5.162, 3.996], [-1.010, -4.970, 2.979], [-0.856, -4.093, 2.017], [0.262, -3.329, 1.960], [0.570, -2.256, 0.749], [1.195, -3.468, 2.984], [-2.279, -5.762, 2.965], [2.001, -5.264, 5.674], [2.165, -3.502, 5.594], [3.125, -4.519, 4.520], [-0.174, -5.903, 4.769], [1.979, -2.831, 2.945], [-2.220, -6.641, 3.604], [-2.510, -6.058, 1.943], [-3.097, -5.127, 3.310], [2.948, 4.081, 0.842], [1.429, 4.261, 0.669], [1.176, 5.372, -0.363], [0.819, 4.671, 2.021], [0.877, 2.998, 0.285], [3.424, 5.026, 1.114], [3.379, 3.720, -0.095], [3.132, 3.339, 1.620], [1.631, 6.303, -0.020], [0.107, 5.539, -0.502], [1.614, 5.109, -1.327], [1.291, 5.577, 2.405], [0.961, 3.853, 2.729], [-0.252, 4.850, 1.904], [1.355, 0.699, 2.456]],
  "atomic_forces_ev_per_a": [[0.54, 0.44, 1.02], [0.01, 0.06, 0.00], [-0.21, -0.09, 0.05], [-0.07, 0.18, -0.03], [0.46, -0.10, -0.41], [-0.32, 0.01, 0.16], [0.11, 0.00, 0.09], [0.07, 0.01, -0.01], [-0.04, -0.01, 0.12], [-0.09, -0.05, -0.05], [0.09, -0.07, -0.02], [-0.09, 0.03, 0.07], [0.03, 0.07, -0.02], [-0.10, 0.13, 0.08], [0.27, -0.32, -0.30], [0.60, 0.80, 0.97], [-0.49, 0.01, -0.10], [0.21, 0.07, -0.02], [-0.03, 0.03, 0.11], [-0.09, -0.01, -0.01], [0.11, 0.10, 0.00], [0.02, -0.07, -0.09], [0.07, -0.09, 0.02], [-0.57, 0.19, 0.07], [0.23, -0.08, -0.18], [-0.05, -0.04, 0.06], [0.04, -0.09, 0.20], [0.25, -0.10, -0.13], [-0.02, 0.03, 0.11], [0.01, 0.16, -0.07], [0.02, 0.02, -0.07], [0.01, -0.03, 0.01], [-0.10, -0.08, 0.04], [-0.03, 0.00, -0.02], [0.04, 0.02, -0.01], [0.02, 0.00, 0.00], [0.05, -0.06, -0.02], [-0.03, 0.00, 0.06], [0.00, 0.02, -0.03], [-0.05, -0.01, -0.10], [-0.01, 0.00, -0.01], [0.00, -0.01, 0.00], [0.03, -0.02, -0.02], [-0.06, 0.03, -0.08], [-0.01, -0.01, -0.02], [0.01, -0.02, -0.02], [0.05, -0.02, -0.01], [0.03, -0.01, -0.02], [-0.01, 0.00, 0.01], [-0.01, -0.02, -0.05], [-0.02, -0.03, 0.00], [0.02, 0.00, -0.01], [-0.04, -0.01, 0.01], [-0.06, -0.03, -0.01], [-0.03, -0.02, -0.02], [0.01, 0.00, -0.04], [0.05, -0.01, -0.03], [-0.03, 0.01, 0.00], [0.04, 0.05, -0.09], [-0.02, -0.01, 0.01], [-0.03, 0.03, 0.02], [0.01, 0.02, -0.03], [-0.05, 0.11, -0.07], [0.02, 0.04, -0.04], [0.01, -0.01, 0.01], [-0.08, 0.03, -0.01], [0.02, -0.03, -0.04], [-0.01, -0.04, 0.04], [-0.05, -0.14, -0.03], [0.00, -0.02, 0.00], [0.03, 0.09, -0.05], [0.01, -0.12, 0.07], [-0.08, -0.02, 0.02], [0.29, 0.19, -0.06], [-0.29, -0.21, 0.10], [0.33, 0.29, -0.05], [0.02, -0.51, -0.29], [-0.34, -0.12, 0.04], [-0.02, -0.02, 0.02], [0.01, 0.00, 0.01], [0.00, 0.00, 0.00], [0.01, -0.02, 0.03], [0.02, 0.01, 0.01], [0.02, 0.04, -0.02], [-0.01, 0.01, 0.01], [0.00, -0.01, 0.00], [0.00, -0.02, 0.03], [-0.23, -0.08, 0.00], [0.37, 0.46, 0.36], [-0.05, -0.27, 0.00], [0.04, -0.17, -0.17], [-0.55, -0.98, -0.35], [0.03, 0.00, 0.00], [0.05, 0.04, -0.01], [0.05, 0.00, 0.00], [-0.01, 0.03, -0.01], [0.00, 0.02, -0.02], [0.00, 0.03, -0.01], [-0.02, 0.02, 0.00], [0.00, 0.04, 0.06], [-0.02, 0.04, 0.03], [-0.30, 0.32, -0.77]],
  "charge": 0,
  "homo_lumo_gap_ev": 6.916,
  "e_above_lowest_ev": 0.529,
  "energy_ev": -86021.3840,
  "largest_force_ev_per_a": 1.4
}

[2]
{
  "formula": "C36H57NO10",
  "method": "ωB97M-V with the def2-TZVPD basis set",
  "species": ["C", "C", "C", "N", "C", "C", "C", "C", "C", "C", "O", "C", "C", "C", "O", "C", "C", "C", "C", "C", "O", "C", "O", "H", "H", "H", "H", "H", "H", "H", "H", "H", "H", "H", "H", "H", "H", "H", "H", "H", "H", "H", "H", "H", "C", "C", "C", "O", "H", "H", "H", "H", "H", "H", "C", "C", "C", "O", "H", "H", "H", "H", "H", "H", "C", "C", "C", "O", "H", "H", "H", "H", "H", "H", "C", "C", "C", "O", "H", "H", "H", "H", "H", "H", "C", "C", "C", "O", "H", "H", "H", "H", "H", "H", "C", "C", "C", "O", "H", "H", "H", "H", "H", "H"],
  "xyz": [[4.839, -2.320, -0.740], [4.088, -0.997, -1.218], [3.181, -0.537, 0.011], [2.055, -1.497, 0.089], [0.913, -1.084, -0.692], [0.107, 0.052, -0.172], [-1.062, 0.454, -0.910], [-1.509, -0.190, -2.168], [-0.706, -1.270, -2.698], [0.488, -1.683, -1.937], [1.221, -2.761, -2.473], [0.404, -3.953, -2.202], [1.294, -5.128, -1.596], [-2.825, 0.326, -2.838], [-2.964, 0.399, -4.033], [-3.929, 0.779, -1.823], [-5.447, 0.531, -2.051], [-3.506, 1.385, -0.674], [-4.468, 1.863, 0.465], [-3.796, 1.379, 1.818], [-3.961, 0.252, 2.223], [-1.981, 1.609, -0.396], [-1.540, 2.597, 0.144], [4.280, -3.197, -1.165], [5.912, -2.346, -1.047], [4.765, -2.444, 0.379], [3.353, -1.327, -2.005], [4.774, -0.200, -1.572], [2.876, 0.542, -0.053], [3.815, -0.632, 0.937], [1.723, -1.595, 1.054], [0.420, 0.549, 0.770], [-1.020, -1.761, -3.649], [-0.347, -3.666, -1.414], [-0.116, -4.291, -3.143], [0.632, -5.737, -0.937], [1.628, -5.739, -2.481], [2.161, -4.673, -1.051], [-5.655, -0.138, -2.929], [-5.807, -0.052, -1.153], [-6.068, 1.456, -2.083], [-4.468, 2.979, 0.496], [-5.473, 1.395, 0.438], [-3.129, 2.088, 2.402], [2.295, -9.338, 0.731], [3.241, -8.188, 0.495], [4.681, -8.526, 0.201], [2.861, -7.039, 0.539], [1.296, -8.948, 0.930], [2.253, -9.974, -0.155], [2.623, -9.919, 1.595], [4.744, -9.127, -0.709], [5.114, -9.072, 1.042], [5.245, -7.606, 0.053], [-6.298, -0.541, 4.656], [-6.822, 0.497, 5.613], [-5.835, 1.505, 6.137], [-7.990, 0.519, 5.946], [-7.112, -1.202, 4.357], [-5.896, -0.056, 3.765], [-5.523, -1.137, 5.141], [-5.413, 2.078, 5.308], [-5.038, 0.994, 6.686], [-6.345, 2.192, 6.815], [-9.061, 4.138, -0.282], [-7.745, 3.624, 0.240], [-7.198, 4.269, 1.488], [-7.151, 2.727, -0.321], [-9.334, 3.585, -1.180], [-9.841, 3.994, 0.469], [-8.974, 5.197, -0.534], [-7.896, 4.131, 2.315], [-7.029, 5.333, 1.313], [-6.248, 3.803, 1.750], [-1.570, -0.382, 5.989], [-2.080, 0.659, 6.952], [-1.087, 1.666, 7.473], [-3.243, 0.686, 7.294], [-2.391, -1.038, 5.698], [-1.173, 0.101, 5.094], [-0.794, -0.983, 6.467], [-0.669, 2.239, 6.643], [-0.290, 1.155, 8.016], [-1.591, 2.351, 8.154], [3.672, 1.273, -4.786], [5.115, 1.155, -4.367], [6.092, 2.128, -4.973], [5.472, 0.310, -3.573], [3.083, 0.511, -4.272], [3.285, 2.257, -4.515], [3.583, 1.117, -5.863], [5.813, 3.150, -4.710], [6.111, 2.010, -6.058], [7.090, 1.926, -4.582], [9.219, 4.588, -4.152], [8.319, 5.752, -4.479], [8.850, 7.135, -4.202], [7.213, 5.584, -4.947], [8.710, 3.657, -4.402], [10.138, 4.652, -4.737], [9.451, 4.585, -3.086], [9.754, 7.311, -4.789], [9.067, 7.244, -3.138], [8.100, 7.874, -4.484]],
  "atomic_forces_ev_per_a": [[-0.59, 0.04, -0.16], [-0.77, -0.76, 1.38], [1.43, -0.11, -0.57], [-0.75, 0.31, 0.05], [-2.03, 1.66, -0.46], [-0.58, -1.34, -2.52], [-0.32, -0.33, -0.26], [1.62, -0.54, 1.16], [0.06, 1.72, 1.89], [-0.14, 0.60, -0.40], [-1.65, 0.30, 1.04], [0.36, -0.97, 0.88], [-0.60, 0.94, -1.32], [0.23, 0.10, 1.29], [-0.08, -0.34, 0.41], [0.27, 0.24, 0.68], [0.24, -0.90, 0.20], [0.05, -0.14, -0.03], [1.89, -0.28, 0.84], [-0.29, -0.08, -0.47], [0.11, 0.64, -0.14], [-0.04, -1.25, -1.18], [-0.44, -0.46, 0.20], [0.79, 0.68, 0.33], [-0.88, -0.03, 0.17], [0.25, 0.22, -1.08], [0.97, 0.73, 0.39], [-0.63, -0.70, 0.28], [-0.06, -0.83, -0.11], [-0.77, 0.05, -0.74], [0.27, 0.09, -0.43], [-0.39, -0.31, -0.84], [0.57, 0.34, 0.96], [0.54, -0.36, -0.96], [0.45, 0.48, 0.92], [0.79, 0.37, -0.42], [0.03, 0.37, 1.16], [-0.87, -0.64, -0.38], [0.37, 0.92, 0.64], [0.31, 0.60, -0.86], [0.68, -0.67, -0.15], [-0.35, -0.85, -0.22], [0.81, 0.60, -0.27], [-0.58, -0.34, -0.61], [-0.26, 0.19, 0.04], [-0.10, 0.36, 0.01], [0.09, 0.31, -0.03], [0.06, -0.22, 0.02], [0.09, 0.00, -0.02], [0.11, -0.13, 0.12], [0.05, -0.14, -0.14], [0.04, -0.16, 0.13], [-0.01, -0.17, -0.13], [-0.07, -0.05, 0.01], [-0.36, -0.14, -0.03], [-0.35, 0.11, 0.11], [-0.32, 0.04, 0.24], [0.18, -0.04, -0.08], [0.03, 0.06, 0.05], [0.23, -0.11, 0.09], [0.16, 0.13, -0.13], [0.19, -0.12, 0.02], [-0.23, 0.22, -0.38], [-0.02, -0.05, -0.08], [0.02, -0.22, -0.26], [0.10, -0.25, -0.20], [0.25, -0.22, -0.02], [-0.39, 0.33, 0.09], [0.04, 0.03, 0.07], [0.02, 0.20, 0.03], [-0.11, 0.03, 0.18], [-0.04, 0.19, -0.03], [-0.16, 0.02, 0.12], [-0.08, 0.03, 0.00], [-0.33, -0.13, -0.01], [-0.26, -0.03, 0.06], [-0.26, 0.17, 0.19], [0.66, -0.12, 0.15], [0.05, 0.07, 0.01], [0.17, -0.06, 0.07], [0.13, 0.11, -0.12], [0.17, -0.12, 0.03], [0.11, 0.04, -0.17], [0.02, -0.07, -0.05], [-0.10, -0.27, 0.22], [0.16, -0.25, 0.19], [0.16, -0.12, 0.21], [0.06, 0.25, -0.37], [0.06, 0.04, -0.02], [0.01, 0.04, -0.21], [-0.04, 0.21, -0.01], [0.00, 0.04, -0.25], [-0.10, 0.20, 0.00], [-0.09, -0.04, -0.01], [-0.22, -0.21, -0.10], [-0.33, -0.05, -0.14], [-0.28, 0.15, -0.11], [0.19, 0.01, 0.10], [0.03, 0.09, 0.01], [0.09, 0.05, 0.18], [0.19, 0.06, -0.06], [0.10, -0.02, 0.18], [0.20, -0.01, -0.06], [0.04, -0.08, 0.01]],
  "charge": 0,
  "homo_lumo_gap_ev": 8.344,
  "energy_ev": -60217.6665,
  "largest_force_ev_per_a": 2.9
}